Version w
Density functional theory data (ωB97M-V with the def2-TZVPD basis set) for one molecule with the formula C7H12.

Structure (XYZ):
```
19
Properties=species:S:1:pos:R:3:lowdin_charge:R:1
C 0.74497 0.39517 -1.75370 -0.066
C 0.25215 1.15393 -0.51357 -0.355
C -1.15974 0.91276 0.02493 -0.100
C -1.57708 -0.22029 0.58874 -0.166
C -1.04624 -1.60228 0.38170 -0.098
C 1.59676 -0.23849 1.13785 -0.017
C 1.00194 0.89438 0.77735 -0.168
H 0.13722 0.63886 -2.63212 0.079
H 1.77890 0.68855 -1.97405 0.083
H 0.73237 -0.69163 -1.64307 0.055
H 0.31551 2.22063 -0.76369 0.126
H -1.77221 1.80052 0.17878 0.102
H -2.49439 -0.21163 1.17440 0.100
H -1.84553 -2.00695 -0.25053 0.085
H -0.98267 -2.20964 1.29013 0.082
H -0.11629 -1.70325 -0.17278 0.036
H 1.80236 -1.04113 0.43559 0.054
H 1.83628 -0.43192 2.17927 0.058
H 0.79569 1.65242 1.53477 0.109
```

Its total charge is 0. The calculation puts the frontier orbital gap at 9.796 eV. The HOMO energy comes out at -8.720 eV. The spin multiplicity is 1. The structure (SMILES) is C=C[C@@H](C)/C=C\C.

***

Version x
Density functional theory data (ωB97M-V with the def2-TZVPD basis set) for one molecule with the formula C7H12.

Structure (XYZ):
```
19
Properties=species:S:1:pos:R:3:lowdin_charge:R:1
C 0.31830 0.06494 2.38590 -0.064
C 0.45580 -0.89939 1.15803 -0.206
C -0.14846 -0.13493 -0.06604 -0.433
C -1.23796 0.87171 0.46883 0.067
C -0.42317 -1.16811 -1.26334 -0.071
C 0.75382 -0.18461 -1.26955 -0.200
C 0.69477 0.93032 -2.22302 -0.111
H -0.63917 0.61898 1.88964 0.035
H 0.17219 -0.37634 3.40211 0.080
H 1.18890 0.72818 2.35462 0.079
H 0.00256 -1.91155 1.19383 0.103
H 1.55791 -1.12270 0.95381 0.115
H -1.01802 1.98174 0.40868 0.086
H -2.19444 0.32872 0.67698 0.092
H -0.06642 -2.19133 -1.11673 0.079
H -1.54461 -1.30428 -1.42521 0.120
H 0.31803 1.80654 -1.66280 0.071
H 0.16709 0.70833 -3.16869 0.082
H 1.64289 1.25378 -2.69703 0.077
```

Its total charge is 0. The calculation puts the frontier orbital gap at 4.683 eV. The HOMO energy comes out at -6.531 eV. The spin multiplicity is 1.

***

Version y
Density functional theory data (ωB97M-V with the def2-TZVPD basis set) for one molecule with the formula C7H12.

Structure (XYZ):
```
19
Properties=species:S:1:pos:R:3:lowdin_charge:R:1
C -0.30462 1.83107 -2.11663 -0.118
C 0.18425 0.39323 -2.10917 -0.275
C -0.56858 -0.51213 -1.12373 -0.210
C 0.14239 -0.69155 0.20657 -0.104
C -0.49454 -1.04983 1.31309 -0.125
C 0.21881 -1.27594 2.60112 -0.192
C 0.86662 -0.33202 3.26147 -0.012
H -1.36249 1.87855 -2.38460 0.072
H 0.24324 2.40051 -2.85607 0.063
H -0.18917 2.29792 -1.13438 0.076
H 1.23535 0.36231 -1.83261 0.094
H 0.10514 -0.00790 -3.11803 0.100
H -0.66561 -1.50279 -1.57116 0.109
H -1.57326 -0.11937 -0.95854 0.109
H 1.20902 -0.51855 0.17411 0.109
H -1.56778 -1.09980 1.40990 0.105
H 0.21589 -2.26105 3.05449 0.092
H 0.91547 0.70599 2.97952 0.054
H 1.38988 -0.49867 4.20466 0.052
```

Its total charge is 0. The calculation puts the frontier orbital gap at 10.390 eV. The HOMO energy comes out at -9.165 eV. The spin multiplicity is 1. The structure (SMILES) is C=C/C=C/CCC.

***

Version z
Density functional theory data (ωB97M-V with the def2-TZVPD basis set) for one molecule with the formula C7H12.

Structure (XYZ):
```
19
Properties=species:S:1:pos:R:3:lowdin_charge:R:1
C -3.72458 0.41918 0.54060 -0.146
C -2.56563 -0.38406 -0.18258 -0.293
C -1.11241 0.15095 -0.15908 -0.101
C 0.12372 -0.49344 -0.16755 -0.161
C 1.32338 0.20133 0.05315 -0.168
C 2.51292 -0.43122 -0.25762 -0.139
C 3.80884 0.32565 0.09859 -0.127
H -4.75542 0.25209 0.21231 0.052
H -3.54533 0.15636 1.75726 0.125
H -3.40720 1.47287 0.36395 0.055
H -3.03959 -0.27814 -1.22313 0.103
H -2.67288 -1.54718 0.02498 0.128
H -1.14622 1.24026 -0.24031 0.091
H 0.13999 -1.53662 -0.55160 0.121
H 1.27583 1.34168 0.22729 0.141
H 2.64092 -1.42006 -0.71164 0.100
H 3.54075 1.42337 0.16168 0.075
H 4.64348 0.11940 -0.67096 0.089
H 4.12825 0.04565 1.09718 0.055
```

Its total charge is 0. The calculation puts the frontier orbital gap at 8.674 eV. The HOMO energy comes out at -7.850 eV. The spin multiplicity is 1. The structure (SMILES) is C/C=C/C=C/CC.

***

Which of them is the most stable, and which is the least stable? version y and version x, in that order.

***

Version w
Density functional theory data (ωB97M-V with the def2-TZVPD basis set) for one molecule with the formula C7H12.

Structure (XYZ):
```
19
Properties=species:S:1:pos:R:3:lowdin_charge:R:1
C 2.08292 -2.01334 -1.41966 -0.123
C 2.02018 -0.68671 -0.66424 -0.282
C 0.58980 -0.34362 -0.25902 -0.241
C 0.45747 0.96126 0.53800 -0.221
C -0.95184 1.22854 0.84758 -0.053
C -2.13648 1.34412 1.04066 -0.087
C -3.57875 1.46234 1.26193 -0.115
H 1.84580 -2.85389 -0.75722 0.072
H 1.35456 -2.02695 -2.23946 0.072
H 3.07367 -2.19282 -1.84906 0.067
H 2.65982 -0.73519 0.22791 0.109
H 2.42489 0.11983 -1.29083 0.108
H 0.16537 -1.16205 0.33706 0.120
H -0.03354 -0.26540 -1.15936 0.118
H 1.04150 0.89726 1.46574 0.116
H 0.88007 1.79618 -0.03683 0.116
H -4.09426 0.55940 0.91761 0.075
H -3.99366 2.31516 0.71510 0.074
H -3.80753 1.59588 2.32410 0.074
```

Its total charge is 0. The calculation puts the frontier orbital gap at 10.416 eV. The HOMO energy comes out at -9.333 eV. The spin multiplicity is 1. The structure (SMILES) is CC#CCCCC.

***

Version x
Density functional theory data (ωB97M-V with the def2-TZVPD basis set) for one molecule with the formula C7H12.

Structure (XYZ):
```
19
Properties=species:S:1:pos:R:3:lowdin_charge:R:1
C 2.38920 -0.09447 -0.75388 -0.129
C 0.89368 -0.11722 -0.80389 -0.251
C 0.25118 0.16121 0.57489 -0.273
C -0.85971 1.25083 0.77020 -0.087
C -1.94147 0.12409 0.92557 -0.167
C -1.78432 -0.64780 -0.42388 -0.085
C -0.83656 -0.83402 0.77086 -0.271
H 2.77721 -0.36818 -1.73988 0.074
H 2.68531 -0.80546 0.02209 0.076
H 2.75369 0.89402 -0.47901 0.074
H 0.56249 0.58155 -1.58262 0.112
H 0.62762 -1.14030 -1.16079 0.118
H 0.96721 0.21858 1.40564 0.137
H -0.99050 1.96849 -0.04648 0.107
H -0.68464 1.79251 1.70891 0.109
H -2.72807 0.18316 1.67603 0.119
H -1.66629 -1.59387 -1.00225 0.117
H -1.58633 0.08290 -1.20266 0.076
H -0.77709 -1.83060 1.21212 0.146
```

Its total charge is 0. The calculation puts the frontier orbital gap at 10.287 eV. The HOMO energy comes out at -9.147 eV. The spin multiplicity is 1. The structure (SMILES) is CC[C@H]1C[C@H]2C[C@@H]12.

***

Which of them is the most stable, and which is the least stable? version w and version x, in that order.

***

Version w
Density functional theory data (ωB97M-V with the def2-TZVPD basis set) for one molecule with the formula C7H12.

Structure (XYZ):
```
19
Properties=species:S:1:pos:R:3:lowdin_charge:R:1
C 1.88812 -0.80795 1.50670 -0.085
C 0.55029 -0.16162 1.19011 -0.345
C 0.55755 0.95810 0.11314 -0.081
C -0.59795 0.24270 -0.58766 -0.437
C -1.86876 0.89908 -1.02604 -0.091
C -0.96782 0.23534 -2.03521 -0.090
C -0.44682 -0.97573 0.32246 -0.082
H 2.55708 -0.10274 2.01405 0.075
H 2.38481 -1.13487 0.58421 0.078
H 1.77036 -1.68600 2.15259 0.075
H 0.07059 0.18356 2.11306 0.134
H 0.34427 1.97106 0.47210 0.110
H 1.48632 0.97880 -0.47015 0.113
H -1.88860 1.98706 -1.01477 0.100
H -2.82017 0.42949 -0.78779 0.100
H -0.40883 0.85859 -2.72903 0.100
H -1.29824 -0.71455 -2.45073 0.101
H 0.03891 -1.81785 -0.18734 0.114
H -1.35112 -1.34247 0.82030 0.110
```

Its total charge is 0. The calculation puts the frontier orbital gap at 10.931 eV. The HOMO energy comes out at -9.764 eV. The spin multiplicity is 1. The structure (SMILES) is CC1CC2(CC2)C1.

***

Version x
Density functional theory data (ωB97M-V with the def2-TZVPD basis set) for one molecule with the formula C7H12.

Structure (XYZ):
```
19
Properties=species:S:1:pos:R:3:lowdin_charge:R:1
C -2.51735 1.46712 1.14601 -0.122
C -1.30251 1.37269 0.22707 -0.326
C -0.56626 0.09803 0.25183 0.041
C 0.06694 -0.21506 -1.04082 -0.235
C 1.32159 -1.06537 -0.99464 -0.316
C 2.36850 -0.71847 0.02540 -0.132
C 1.57055 -1.98336 0.16464 -0.137
H -2.84927 2.50328 1.26783 0.067
H -2.28218 1.04613 2.12752 0.071
H -3.35155 0.89516 0.72670 0.070
H -1.49791 1.81406 -0.76827 0.108
H -0.47384 1.97940 0.65784 0.142
H 0.80925 -2.00095 0.93852 0.084
H 0.18461 0.63304 -1.74159 0.116
H -0.77961 -0.81348 -1.45060 0.151
H 1.68193 -1.39430 -1.96743 0.129
H 3.41620 -0.78287 -0.25389 0.095
H 2.12998 0.09302 0.71078 0.096
H 2.07093 -2.92808 -0.02689 0.096
```

Its total charge is 0. The calculation puts the frontier orbital gap at 8.736 eV. The HOMO energy comes out at -8.271 eV. The spin multiplicity is 1.

***

Which of them is the most stable, and which is the least stable? version w and version x, in that order.